{
  "formula": "C4H15NO2",
  "method": "ωB97M-V/def2-TZVPD",
  "homo_ev": -9.46,
  "e_above_lowest_kj_mol": 63.3,
  "lumo_ev": 0.799,
  "total_energy_ev": -9976.4300,
  "gap_ev": 10.25,
  "elements": ["C", "C", "C", "C", "N", "H", "H", "H", "H", "H", "H", "H", "H", "H", "H", "H", "H", "H", "O", "H", "H", "O"],
  "coordinates": [[-1.373672, 1.365033, 0.369748], [-0.155048, 1.638561, -0.529723], [1.179215, 1.693044, 0.210196], [1.410055, 0.502558, 1.138319], [1.396672, -0.763450, 0.414300], [-2.249185, 1.089922, -0.220431], [-1.168635, 0.456537, 0.925202], [-1.603144, 2.151251, 1.089734], [-0.350575, 2.530455, -1.120927], [-0.104674, 0.833755, -1.259527], [1.257441, 2.636967, 0.769706], [1.967001, 1.660376, -0.553014], [2.356935, 0.670813, 1.664009], [0.660132, 0.517302, 1.926376], [0.793650, -1.477110, 0.804302], [2.298598, -1.217310, 0.405127], [-1.119272, -0.771442, -1.740621], [0.094253, -1.676476, -1.500453], [-0.582903, -1.452981, -2.152271], [-1.626396, -3.107537, -0.922882], [-1.841306, -3.954317, 0.348298], [-1.239139, -3.325949, -0.065470]],
  "forces_ev_per_a": [[0.436, -0.585, -0.228], [-0.729, -0.186, 0.136], [-0.078, 0.085, -0.376], [0.140, 0.472, 0.341], [0.037, -0.721, -0.201], [-0.149, 0.490, -0.056], [-0.032, -0.152, 0.370], [-0.038, 0.082, -0.170], [0.267, 0.281, 0.038], [0.150, -0.057, -0.033], [0.116, -0.238, -0.033], [0.023, 0.263, 0.179], [0.029, -0.170, -0.120], [-0.131, -0.166, 0.044], [-0.323, 0.290, 0.218], [0.242, 0.279, -0.112], [0.076, 0.052, 0.122], [0.029, 0.325, 0.091], [-0.178, -0.389, -0.267], [0.151, 0.060, -0.015], [0.076, 0.073, -0.080], [-0.117, -0.088, 0.149]]
}

{
  "formula": "C6H22BaO8",
  "method": "ωB97M-V/def2-TZVPD",
  "homo_ev": 1.82,
  "e_above_lowest_kj_mol": 84.9,
  "lumo_ev": 3.723,
  "charge": -2,
  "total_energy_ev": -23646.1071,
  "gap_ev": 1.90,
  "elements": ["Ba", "O", "H", "O", "H", "O", "C", "C", "O", "H", "H", "H", "H", "C", "O", "H", "H", "H", "H", "C", "O", "H", "H", "H", "H", "C", "O", "H", "H", "H", "H", "C", "O", "H", "H", "H", "H"],
  "coordinates": [[0.609286, 0.112213, 0.497549], [3.024648, -0.398738, -0.498714], [3.810791, 0.160918, -0.651366], [-0.366168, 0.599547, 3.030954], [-1.094400, 0.333693, 2.436376], [2.048124, -4.742389, -0.592364], [0.793757, -4.509817, 0.046073], [0.574119, -3.676966, 1.394049], [1.268223, -2.468771, 1.577790], [0.216118, -5.433471, 0.082137], [0.176446, -4.017478, -0.705351], [0.946665, -4.367458, 2.150709], [-0.490562, -3.556140, 1.593950], [-3.312552, 0.989833, 0.600639], [-2.327231, -0.011459, 0.782153], [-2.816270, 1.951157, 0.733508], [-3.815655, 0.899651, -0.362090], [-4.107533, 0.938205, 1.344572], [-2.746760, -0.872066, 0.852558], [-1.290274, -1.070118, -2.504823], [-0.154474, -1.262498, -1.748738], [-0.967141, -0.651218, -3.457817], [-1.775402, -2.033544, -2.661546], [-1.995198, -0.400034, -2.012688], [0.447484, -1.842259, -2.221120], [3.023764, 2.829924, 0.620085], [1.958464, 2.360816, 1.438777], [2.937011, 2.345948, -0.352728], [2.737347, 3.878511, 0.539346], [3.992419, 2.717085, 1.106985], [2.002474, 2.648176, 2.353699], [-0.467659, 3.362118, -0.671698], [-0.365233, 2.033589, -1.130161], [0.046357, 3.483198, 0.281835], [-0.140846, 4.083579, -1.420561], [-1.522754, 3.588715, -0.518347], [-0.857383, 1.997550, -1.953630]],
  "forces_ev_per_a": [[2.049, -2.744, 1.756], [-0.114, 1.544, -0.213], [-0.461, -0.487, 0.070], [-0.380, 0.487, -1.163], [0.196, 0.169, 1.022], [-1.687, 0.170, 1.703], [1.743, 0.545, -1.812], [2.892, 0.692, -0.158], [-1.546, -0.076, -1.093], [-0.379, -1.043, 1.018], [-0.845, 1.243, -0.757], [0.071, -0.658, 0.726], [-1.075, -0.173, -0.337], [-0.008, -0.196, 0.370], [-0.379, 0.215, -0.426], [-0.027, -0.057, -0.229], [0.174, 0.196, -0.372], [0.034, -0.091, 0.315], [0.079, -0.226, 0.094], [-0.111, -0.416, -0.770], [0.410, 0.420, 0.792], [-0.545, 0.200, -0.474], [-0.401, -0.024, -0.234], [0.137, 0.072, 0.186], [0.421, -0.337, 0.420], [-1.079, 0.971, 0.785], [-0.300, -0.863, -0.145], [0.305, -0.266, 0.247], [0.907, 0.584, -0.630], [0.079, -0.189, -0.323], [0.112, -0.135, 0.001], [-0.847, 0.548, 0.104], [0.029, 0.268, -0.470], [0.174, -0.194, -0.215], [0.515, 0.036, 0.014], [-0.214, 0.161, 0.314], [0.069, -0.343, -0.116]]
}